Entry 1:
# C2H3BO3

A single C2H3BO3 molecule at a distorted geometry (ωB97M-V/def2-TZVPD, the Open Molecules 2025 dataset).

Its max |F| is 0.089 hartree/bohr. As for the net charge: 0. For the LUMO energy, the calculation gives 0.4296 eV. The calculation puts the relative energy (zero: lowest compared OMol25 entry of this formula, charge and spin) at 2.804 eV. The molar mass is 85.86 Da. As for the HOMO-LUMO gap: 11.16 eV. The calculation puts the total energy at -328.597792 Ha.

CARTESIAN COORDINATES (ANGSTROEM)
O1 -2.264 0.600 -0.158
O2 1.166 -0.019 -0.202
O3 -0.706 -1.466 0.095
C1 0.177 0.902 0.087
C2 -1.165 0.393 0.012
B1 0.655 -1.313 -0.175
H1 1.320 -2.197 -0.173
H2 0.401 1.820 -0.504
H3 0.416 1.279 1.017

***

Entry 2:
# C2H3BiLiO2

C2H3BiLiO2 as an isolated structure at a distorted geometry (ωB97M-V/def2-TZVPD, the Open Molecules 2025 dataset).

Its max |F| is 0.109 hartree/bohr. As for the net charge: +1. For the LUMO energy (spin up / spin down), the calculation gives -4.5296 / -5.9241 eV. The calculation puts the relative energy (zero: lowest compared OMol25 entry of this formula, charge and spin) at 3.004 eV. The molar mass is 274.96 Da. As for the HOMO-LUMO gap (spin up / spin down): 7.74 / 5.50 eV. The calculation puts the total energy at -450.202113 Ha.

CARTESIAN COORDINATES (ANGSTROEM)
Bi1 1.532 -1.103 1.225
O1 1.741 0.008 -0.389
O2 -0.431 -0.954 0.732
C1 0.573 0.665 -0.539
C2 -0.546 0.258 0.119
Li1 -0.198 -2.436 -0.363
H1 0.505 1.394 -1.356
H2 -1.664 0.652 -0.463
H3 -1.512 1.517 1.033

***

Entry 3:
# C2H3Br2N

A 2-piece molecular cluster, C2H3Br2N overall at a distorted geometry (ωB97M-V/def2-TZVPD, the Open Molecules 2025 dataset).

Its max |F| is 0.037 hartree/bohr. As for the net charge: 0. For the LUMO energy (spin up / spin down), the calculation gives -1.5643 / -1.2968 eV. The calculation puts the relative energy (zero: lowest compared OMol25 entry of this formula, charge and spin) at 7.326 eV. The molar mass is 200.86 Da. As for the HOMO-LUMO gap (spin up / spin down): 7.23 / 7.47 eV. The calculation puts the total energy at -5280.499735 Ha.

CARTESIAN COORDINATES (ANGSTROEM)
Br1 -2.360 -1.495 0.453
Br2 -1.652 1.843 -0.056
N1 2.071 0.693 0.690
C1 -0.486 -0.744 -0.310
C2 -0.382 0.630 -0.489
H1 0.247 -1.115 0.454
H2 2.818 1.378 0.585
H3 -0.256 -1.189 -1.327

***

Entry 4:
# C2H3Br2NO4S

A 2-piece molecular cluster, C2H3Br2NO4S overall at a distorted geometry (ωB97M-V/def2-TZVPD, the Open Molecules 2025 dataset).

Its max |F| is 0.097 hartree/bohr. As for the net charge: 0. For the LUMO energy (spin up / spin down), the calculation gives -2.8008 / -0.8938 eV. The calculation puts the relative energy (zero: lowest compared OMol25 entry of this formula, charge and spin) at 1.694 eV. The molar mass is 296.92 Da. As for the HOMO-LUMO gap (spin up / spin down): 5.63 / 8.99 eV. The calculation puts the total energy at -5979.700057 Ha.

CARTESIAN COORDINATES (ANGSTROEM)
Br1 -1.673 -5.710 0.008
Br2 -0.890 -4.636 -3.077
S1 0.285 0.425 -2.137
O1 1.643 0.172 -1.779
O2 -1.121 -2.186 -1.625
O3 -0.069 1.307 -3.225
O4 -1.624 -2.836 0.360
N1 -1.385 -3.061 -0.802
C1 -1.507 -4.409 -1.288
C2 -0.733 0.832 -0.635
H1 -0.320 0.129 0.065
H2 -0.390 1.886 -0.487
H3 -1.641 0.499 -0.921

***

Entry 5:
# C2H3Br3S

C2H3Br3S as an isolated structure at a distorted geometry (ωB97M-V/def2-TZVPD, the Open Molecules 2025 dataset).

Its max |F| is 0.067 hartree/bohr. As for the net charge: 0. For the LUMO energy, the calculation gives -0.2150 eV. The calculation puts the relative energy (zero: lowest compared OMol25 entry of this formula, charge and spin) at 1.967 eV. The molar mass is 298.82 Da. As for the HOMO-LUMO gap: 8.55 eV. The calculation puts the total energy at -8198.139110 Ha.

CARTESIAN COORDINATES (ANGSTROEM)
Br1 2.711 -1.654 0.541
Br2 2.865 1.591 0.794
Br3 2.961 0.356 -2.086
S1 -0.187 0.770 1.271
C1 0.206 0.257 -0.299
C2 2.355 0.117 -0.257
H1 -0.318 -0.681 -0.652
H2 0.479 1.864 1.006
H3 0.073 1.041 -1.062

***

Entry 6:
# C2H3BrCaClOP

C2H3BrCaClOP as an isolated structure at a distorted geometry (ωB97M-V/def2-TZVPD, the Open Molecules 2025 dataset).

Its max |F| is 0.116 hartree/bohr. As for the net charge: +2. For the LUMO energy, the calculation gives -9.9017 eV. The molar mass is 229.45 Da. As for the HOMO-LUMO gap: 7.23 eV. The calculation puts the total energy at -4205.718373 Ha.

CARTESIAN COORDINATES (ANGSTROEM)
Br1 -2.663 0.332 0.066
Ca1 2.666 1.577 -1.454
Cl1 -0.062 1.083 -2.222
P1 0.755 1.021 -0.244
O1 -1.553 -1.973 1.294
C1 -1.252 -0.944 0.656
C2 0.335 -0.717 0.382
H1 0.736 -1.459 -0.414
H2 0.917 -0.938 1.342
H3 0.120 2.018 0.593

***

Entry 7:
# C2H3BrClF

A single C2H3BrClF molecule at a distorted geometry (ωB97M-V/def2-TZVPD, the Open Molecules 2025 dataset).

Its max |F| is 0.081 hartree/bohr. As for the net charge: 0. For the LUMO energy, the calculation gives 0.5603 eV. The calculation puts the relative energy (zero: lowest compared OMol25 entry of this formula, charge and spin) at 1.398 eV. The molar mass is 161.40 Da. As for the HOMO-LUMO gap: 11.05 eV. The calculation puts the total energy at -3212.018800 Ha.

CARTESIAN COORDINATES (ANGSTROEM)
Br1 1.987 1.280 0.302
Cl1 1.099 -1.647 0.603
F1 0.990 -0.356 -1.592
C1 -0.973 0.207 0.158
C2 0.817 -0.193 -0.233
H1 -1.471 -0.390 -0.620
H2 -1.074 1.384 0.333
H3 -1.375 -0.286 1.049

***

Entry 8:
# C2H3BrClF

A 2-piece molecular cluster, C2H3BrClF overall at a distorted geometry (ωB97M-V/def2-TZVPD, the Open Molecules 2025 dataset).

Its max |F| is 0.114 hartree/bohr. As for the net charge: 0. For the LUMO energy, the calculation gives 0.5277 eV. The calculation puts the relative energy (zero: lowest compared OMol25 entry of this formula, charge and spin) at 2.345 eV. The molar mass is 161.40 Da. As for the HOMO-LUMO gap: 10.06 eV. The calculation puts the total energy at -3211.983986 Ha.

CARTESIAN COORDINATES (ANGSTROEM)
Br1 3.002 -1.377 -0.153
Cl1 0.664 -2.929 1.139
F1 0.953 -2.319 -1.374
C1 0.064 -0.083 0.002
C2 1.200 -1.901 -0.065
H1 -0.831 -0.431 0.604
H2 0.562 0.583 0.614
H3 -0.075 0.079 -1.036

***

Entry 9:
# C2H3BrClNO2

A 2-piece molecular cluster, C2H3BrClNO2 overall at a distorted geometry (ωB97M-V/def2-TZVPD, the Open Molecules 2025 dataset).

Its max |F| is 0.021 hartree/bohr. As for the net charge: 0. For the LUMO energy, the calculation gives -0.7314 eV. The calculation puts the relative energy (zero: lowest compared OMol25 entry of this formula, charge and spin) at 0.804 eV. The molar mass is 188.41 Da. As for the HOMO-LUMO gap: 9.69 eV. The calculation puts the total energy at -3317.322746 Ha.

CARTESIAN COORDINATES (ANGSTROEM)
Br1 -2.046 0.262 0.842
Cl1 0.470 2.407 -2.088
O1 0.848 -2.196 -0.092
O2 -1.299 -2.313 0.000
N1 -0.248 -1.743 0.135
C1 -0.292 -0.367 0.623
C2 0.810 0.322 0.870
H1 1.775 -0.134 0.706
H2 -0.798 2.428 -2.224
H3 0.780 1.334 1.229

***

Entry 10:
# C2H3BrF2

A 2-piece molecular cluster, C2H3BrF2 overall at a distorted geometry (ωB97M-V/def2-TZVPD, the Open Molecules 2025 dataset).

Its max |F| is 0.095 hartree/bohr. As for the net charge: 0. For the LUMO energy, the calculation gives 0.4480 eV. The calculation puts the relative energy (zero: lowest compared OMol25 entry of this formula, charge and spin) at 3.217 eV. The molar mass is 144.95 Da. As for the HOMO-LUMO gap: 9.46 eV. The calculation puts the total energy at -2851.635348 Ha.

CARTESIAN COORDINATES (ANGSTROEM)
Br1 -1.455 -0.371 -1.866
F1 -1.259 0.849 0.925
F2 0.584 -0.005 1.884
C1 0.097 0.682 0.874
C2 0.119 -0.751 -0.914
H1 0.223 -1.715 -0.563
H2 0.969 -0.297 -1.228
H3 0.722 1.608 0.887

***

Entry 11:
# C2H3BrINO

A single C2H3BrINO molecule at a distorted geometry (ωB97M-V/def2-TZVPD, the Open Molecules 2025 dataset).

Its max |F| is 0.087 hartree/bohr. As for the net charge: 0. For the LUMO energy, the calculation gives -1.7534 eV. The calculation puts the relative energy (zero: lowest compared OMol25 entry of this formula, charge and spin) at 2.437 eV. The molar mass is 263.86 Da. As for the HOMO-LUMO gap: 7.51 eV. The calculation puts the total energy at -3079.595551 Ha.

CARTESIAN COORDINATES (ANGSTROEM)
I1 -0.278 2.841 0.095
Br1 2.870 -1.839 0.066
O1 1.040 -1.223 -0.156
N1 0.918 1.149 -0.116
C1 0.473 -0.024 -0.070
C2 -1.052 -0.239 0.036
H1 -1.438 0.468 -0.720
H2 -1.289 0.080 0.966
H3 -1.245 -1.212 -0.101

***

Entry 12:
# C2H3BrINO2

A single C2H3BrINO2 molecule at a distorted geometry (ωB97M-V/def2-TZVPD, the Open Molecules 2025 dataset).

Its max |F| is 0.126 hartree/bohr. As for the net charge: 0. For the LUMO energy (spin up / spin down), the calculation gives -1.9226 / -1.9223 eV. The calculation puts the relative energy (zero: lowest compared OMol25 entry of this formula, charge and spin) at 3.656 eV. The molar mass is 279.86 Da. As for the HOMO-LUMO gap (spin up / spin down): 6.97 / 6.97 eV. The calculation puts the total energy at -3154.693602 Ha.

CARTESIAN COORDINATES (ANGSTROEM)
I1 -1.218 1.777 -1.371
Br1 0.926 -2.176 1.154
O1 -0.021 1.596 0.885
O2 -0.786 0.073 2.150
N1 0.060 0.443 1.352
C1 -0.617 -0.119 -1.611
C2 0.794 -0.342 0.622
H1 1.830 0.039 0.249
H2 -1.244 -0.917 -1.421
H3 0.276 -0.374 -2.009

***

Entry 13:
# C2H3BrN2O3

A 2-piece molecular cluster, C2H3BrN2O3 overall at a distorted geometry (ωB97M-V/def2-TZVPD, the Open Molecules 2025 dataset).

Its max |F| is 0.109 hartree/bohr. As for the net charge: 0. For the LUMO energy, the calculation gives 0.3235 eV. The calculation puts the relative energy (zero: lowest compared OMol25 entry of this formula, charge and spin) at 1.276 eV. The molar mass is 182.96 Da. As for the HOMO-LUMO gap: 9.36 eV. The calculation puts the total energy at -2987.097014 Ha.

CARTESIAN COORDINATES (ANGSTROEM)
Br1 -2.112 1.072 -0.490
O1 -1.163 -1.748 0.802
O2 2.107 0.444 0.248
O3 0.501 -2.119 -0.553
N1 0.552 2.110 0.614
N2 -0.352 -1.330 -0.222
C1 1.392 1.328 0.316
C2 -0.578 -0.163 -0.775
H1 0.667 3.196 0.657
H2 -1.110 -2.748 0.992
H3 0.097 -0.040 -1.589

***

Entry 14:
# C2H3BrN2S

A 2-piece molecular cluster, C2H3BrN2S overall at a distorted geometry (ωB97M-V/def2-TZVPD, the Open Molecules 2025 dataset).

Its max |F| is 0.056 hartree/bohr. As for the net charge: 0. For the LUMO energy, the calculation gives -0.5496 eV. The calculation puts the relative energy (zero: lowest compared OMol25 entry of this formula, charge and spin) at 2.483 eV. The molar mass is 167.03 Da. As for the HOMO-LUMO gap: 8.28 eV. The calculation puts the total energy at -3159.615102 Ha.

CARTESIAN COORDINATES (ANGSTROEM)
Br1 4.230 -0.807 -0.150
S1 3.872 2.258 0.054
N1 0.839 -0.440 1.524
N2 -0.226 -0.525 1.134
C1 -1.351 -0.721 0.599
C2 3.887 0.857 0.787
H1 3.564 0.781 1.800
H2 -2.154 -0.167 1.062
H3 -1.518 -1.450 -0.179

***

Entry 15:
# C2H3BrN2S

A single C2H3BrN2S molecule at a distorted geometry (ωB97M-V/def2-TZVPD, the Open Molecules 2025 dataset).

Its max |F| is 0.072 hartree/bohr. As for the net charge: 0. For the LUMO energy (spin up / spin down), the calculation gives -1.1568 / -1.2591 eV. The calculation puts the relative energy (zero: lowest compared OMol25 entry of this formula, charge and spin) at 4.128 eV. The molar mass is 167.03 Da. As for the HOMO-LUMO gap (spin up / spin down): 7.11 / 6.96 eV. The calculation puts the total energy at -3159.554642 Ha.

CARTESIAN COORDINATES (ANGSTROEM)
Br1 3.839 -1.926 -0.499
S1 -0.512 0.529 0.762
N1 2.139 -0.363 0.848
N2 2.257 -1.047 -0.183
C1 -0.720 -0.163 -0.660
C2 1.131 0.323 1.331
H1 -1.738 -0.238 -1.016
H2 1.206 1.137 2.168
H3 0.057 -0.453 -1.271

***

Entry 16:
# C2H3BrNO

A 2-piece molecular cluster, C2H3BrNO overall at a distorted geometry (ωB97M-V/def2-TZVPD, the Open Molecules 2025 dataset).

Its max |F| is 0.067 hartree/bohr. As for the net charge: -1. For the LUMO energy, the calculation gives 3.5759 eV. The calculation puts the relative energy (zero: lowest compared OMol25 entry of this formula, charge and spin) at 3.365 eV. The molar mass is 136.96 Da. As for the HOMO-LUMO gap: 6.69 eV. The calculation puts the total energy at -2781.877031 Ha.

CARTESIAN COORDINATES (ANGSTROEM)
Br1 3.307 -0.333 1.836
O1 -0.243 -0.801 -2.096
N1 -0.261 -0.330 -0.895
C1 -1.253 0.572 -0.166
C2 0.186 0.057 0.228
H1 -1.593 1.450 -0.703
H2 2.050 -0.657 1.398
H3 -2.193 0.043 0.398

***

Entry 17:
# C2H3BrO2

A 2-piece molecular cluster, C2H3BrO2 overall at a distorted geometry (ωB97M-V/def2-TZVPD, the Open Molecules 2025 dataset).

Its max |F| is 0.106 hartree/bohr. As for the net charge: 0. For the LUMO energy, the calculation gives -0.5799 eV. The calculation puts the relative energy (zero: lowest compared OMol25 entry of this formula, charge and spin) at 7.427 eV. The molar mass is 138.95 Da. As for the HOMO-LUMO gap: 9.43 eV. The calculation puts the total energy at -2802.240581 Ha.

CARTESIAN COORDINATES (ANGSTROEM)
Br1 -2.140 -0.798 0.424
O1 1.568 -0.118 0.763
O2 1.536 0.963 -0.043
C1 -0.547 -0.192 -0.471
C2 0.379 0.488 0.460
H1 -0.795 0.316 -1.316
H2 0.034 -1.792 -1.165
H3 -0.034 1.134 1.349

***

Entry 18:
# C2H3BrO3S

A single C2H3BrO3S molecule at a distorted geometry (ωB97M-V/def2-TZVPD, the Open Molecules 2025 dataset).

Its max |F| is 0.069 hartree/bohr. As for the net charge: 0. For the LUMO energy, the calculation gives 0.5347 eV. The calculation puts the relative energy (zero: lowest compared OMol25 entry of this formula, charge and spin) at 0.815 eV. The molar mass is 187.01 Da. As for the HOMO-LUMO gap: 11.41 eV. The calculation puts the total energy at -3275.860066 Ha.

CARTESIAN COORDINATES (ANGSTROEM)
Br1 1.534 -1.800 0.206
S1 0.601 1.119 0.082
O1 0.262 1.983 -0.976
O2 1.736 1.303 0.895
O3 -0.757 0.796 0.872
C1 0.368 -0.550 -0.436
C2 -1.004 -0.449 0.281
H1 -1.308 -1.141 1.076
H2 0.493 -0.675 -1.617
H3 -1.925 -0.584 -0.383

***

Entry 19:
# C2H3CaO3

C2H3CaO3 as an isolated structure at a distorted geometry (ωB97M-V/def2-TZVPD, the Open Molecules 2025 dataset).

Its max |F| is 0.139 hartree/bohr. As for the net charge: 0. For the LUMO energy (spin up / spin down), the calculation gives -1.2411 / -1.3239 eV. The calculation puts the relative energy (zero: lowest compared OMol25 entry of this formula, charge and spin) at 4.910 eV. The molar mass is 115.12 Da. The spin multiplicity is 2. As for the HOMO-LUMO gap (spin up / spin down): 3.50 / 6.46 eV. The calculation puts the total energy at -981.144672 Ha.

CARTESIAN COORDINATES (ANGSTROEM)
Ca1 2.445 -0.159 0.248
O1 0.717 1.276 0.410
O2 0.276 -1.272 0.492
O3 1.087 -1.362 -0.708
C1 -0.356 1.022 -0.185
C2 -0.710 -0.319 0.335
H1 -1.406 -0.343 -0.645
H2 -0.672 1.444 -1.152
H3 -1.382 -0.287 1.205

***

Entry 20:
# C2H3Cl2FS

A single C2H3Cl2FS molecule at a distorted geometry (ωB97M-V/def2-TZVPD, the Open Molecules 2025 dataset).

Its max |F| is 0.084 hartree/bohr. As for the net charge: 0. For the LUMO energy, the calculation gives 0.6535 eV. The calculation puts the relative energy (zero: lowest compared OMol25 entry of this formula, charge and spin) at 0.633 eV. The molar mass is 149.02 Da. As for the HOMO-LUMO gap: 10.21 eV. The calculation puts the total energy at -1496.413935 Ha.

CARTESIAN COORDINATES (ANGSTROEM)
Cl1 -3.390 -0.225 -0.046
Cl2 -1.993 -0.056 -2.617
S1 0.710 0.508 -1.364
F1 -1.998 1.760 -0.670
C1 -1.881 0.435 -0.891
C2 -0.556 -0.048 -0.215
H1 0.599 1.810 -1.019
H2 -0.300 0.028 0.801
H3 -0.640 -1.194 -0.211